Arrangement one

C9H8N2O2 | ωB97M-V/def2-TZVPD

```
21
Properties=species:S:1:pos:R:3
O -2.55 3.30 0.76
O 2.47 -2.29 0.73
C -1.54 2.55 0.68
C -0.37 2.94 -0.11
C 0.68 2.06 -0.25
C -0.58 -0.85 1.72
C 0.65 0.73 0.41
C -0.50 0.41 1.17
C 0.50 -1.77 1.59
C 1.74 -0.18 0.34
N -1.54 1.35 1.34
N 1.60 -1.42 0.89
C 2.98 0.13 -0.50
H -0.46 3.92 -0.56
H 1.50 2.42 -0.87
H -1.47 -1.12 2.23
H 0.52 -2.77 2.06
H -2.42 1.05 1.67
H 2.74 0.70 -1.44
H 3.62 0.75 0.09
H 3.52 -0.77 -0.83
```

Calculated values
HOMO energy: -8.23 eV
Gap between HOMO and LUMO: 0.282 Ha



Arrangement two

C9H8N2O2 | ωB97M-V/def2-TZVPD

```
21
Properties=species:S:1:pos:R:3
C -0.32 -0.97 -1.64
C 0.22 -2.28 -1.50
C 0.93 -2.55 -0.30
C 1.09 -1.56 0.65
C 0.51 -0.30 0.50
C -0.18 0.04 -0.67
C -1.47 1.91 -0.19
C -1.38 1.63 1.29
C 0.84 0.67 1.60
H -1.06 0.30 -2.75
H 0.10 -3.04 -2.28
H 1.43 -3.53 -0.23
H 1.68 -1.74 1.52
H -2.10 2.70 -0.54
H -2.02 2.31 1.86
H -1.80 0.59 1.53
H 0.33 2.37 2.48
N -0.87 1.21 -1.05
N -0.02 1.70 1.78
O -0.91 -0.64 -2.81
O 1.93 0.65 2.18
```

Calculated values
HOMO energy: -8.54 eV
Gap between HOMO and LUMO: 0.318 Ha



It is arrangement one that is the least stable of them.



Arrangement one

C4H9NO2S | ωB97M-V/def2-TZVPD

```
17
Properties=species:S:1:pos:R:3
O 1.24 1.58 1.89
C 1.47 1.45 0.62
O 2.29 1.98 -0.10
C 0.59 0.40 -0.17
C -0.46 -0.27 0.71
C -1.73 -0.92 0.05
S -1.77 -1.07 -1.79
N 1.24 -0.55 -1.04
H 0.59 2.25 1.13
H 0.03 1.13 -0.81
H -0.93 0.53 1.30
H -0.06 -0.98 1.44
H -2.56 -0.24 0.36
H -2.03 -1.82 0.59
H -0.62 -2.53 -0.88
H 0.65 -0.84 -1.81
H 2.04 -0.10 -1.50
```

Calculated values
HOMO energy: -9.39 eV
Gap between HOMO and LUMO: 0.286 Ha



Arrangement two

C4H9NO2S | ωB97M-V/def2-TZVPD

```
17
Properties=species:S:1:pos:R:3
C 1.30 -1.82 -0.65
C -0.35 0.68 -0.69
C -1.83 1.99 0.95
C -0.50 1.35 0.47
N 0.21 -2.24 0.05
O 2.07 0.51 -1.70
O 2.29 0.17 0.60
S 1.42 -0.04 -0.56
H 1.23 -2.10 -1.65
H 2.27 -2.11 -0.24
H -2.32 2.76 0.29
H -2.44 1.06 0.89
H -1.90 2.37 1.97
H -0.37 0.56 1.32
H -0.55 1.51 -1.65
H -0.54 -2.70 -0.38
H -0.01 -1.96 0.98
```

Calculated values
HOMO energy: -9.31 eV
Gap between HOMO and LUMO: 0.336 Ha



Arrangement three

C4H9NO2S | ωB97M-V/def2-TZVPD

```
17
Properties=species:S:1:pos:R:3
C -0.54 0.45 2.16
N -0.92 0.46 0.76
C -0.26 -0.55 -0.12
C -0.94 -0.46 -1.46
S 0.01 -1.12 -2.86
C 1.23 -0.21 -0.12
O 1.48 1.05 -0.56
O 2.09 -0.94 0.28
H 0.08 1.29 2.48
H -1.44 0.40 2.76
H 0.10 -0.41 2.39
H -0.86 1.32 0.25
H -0.33 -1.53 0.35
H -1.39 0.49 -1.75
H -1.82 -1.11 -1.46
H 1.11 -0.37 -2.69
H 2.42 1.23 -0.42
```

Calculated values
HOMO energy: -9.09 eV
Gap between HOMO and LUMO: 0.356 Ha



Arrangement four

C4H9NO2S | ωB97M-V/def2-TZVPD

```
17
Properties=species:S:1:pos:R:3
C -0.36 -2.04 -1.00
C -0.28 -0.73 -1.12
C -1.56 1.37 1.95
C 1.07 0.18 -1.46
N 1.97 -0.26 -0.46
O -1.83 1.44 -0.98
O -1.28 0.26 1.10
S -1.83 0.14 -0.47
H -1.31 -2.39 -0.91
H 0.47 -2.74 -1.09
H -1.87 1.08 2.97
H -2.35 1.96 1.45
H -0.59 1.84 2.18
H 0.85 1.22 -1.44
H 1.54 -0.08 -2.42
H 2.92 0.11 -0.64
H 1.57 0.04 0.44
```

Calculated values
HOMO energy: -8.82 eV
Gap between HOMO and LUMO: 0.356 Ha



It is arrangement one that is the least stable of them.



Arrangement one

C4H9NO2S | ωB97M-V/def2-TZVPD

```
17
Properties=species:S:1:pos:R:3
C 1.72 -0.95 -0.45
C 1.01 1.06 -1.30
C -1.09 1.06 -0.63
C -1.75 -1.19 2.45
H 1.13 -1.09 0.48
H 2.63 -0.38 -0.06
H 2.12 -1.99 -0.65
H 2.04 1.35 -0.95
H 0.65 1.55 -2.21
H -1.18 0.17 -1.37
H -1.44 2.01 -1.23
H -1.33 -2.15 2.63
H -2.34 -0.57 3.07
N -1.45 -0.69 1.29
O 1.18 -0.30 -1.58
O 0.20 1.28 -0.24
S -2.10 0.82 0.76
```

Calculated values
HOMO energy: -8.86 eV
Gap between HOMO and LUMO: 0.357 Ha



Arrangement two

C4H9NO2S | ωB97M-V/def2-TZVPD

```
17
Properties=species:S:1:pos:R:3
C -0.84 1.09 -1.04
C -1.68 -0.83 0.50
C -0.61 0.23 0.23
C 0.76 -0.32 0.11
N 1.90 0.47 0.44
O 3.04 0.11 0.05
O 1.79 1.55 0.99
S 1.06 -1.66 -0.92
H -0.58 0.64 -2.01
H -0.21 2.05 -1.14
H -1.81 1.38 -1.01
H -2.55 -0.40 0.44
H -1.54 -1.61 -0.18
H -1.53 -1.28 1.44
H -0.56 1.02 1.12
H 0.97 -1.23 1.89
H 2.39 -1.22 -0.91
```

Calculated values
HOMO energy (spin up / spin down): -8.64 / -9.56 eV
Gap between HOMO and LUMO (spin up / spin down): 0.275 / 0.293 Ha



It is arrangement two that is the least stable of them.



Arrangement one

C5H4O3 | ωB97M-V/def2-TZVPD

```
12
Properties=species:S:1:pos:R:3
C -0.34 2.03 0.08
C -0.39 -0.24 0.43
C -0.51 -1.67 0.25
C 0.78 -1.85 -0.29
C 0.75 0.24 -0.12
H -0.15 2.17 1.32
H -0.85 2.95 -0.53
H -1.05 -2.40 0.72
H 1.08 -2.80 -0.57
O -1.34 0.91 0.12
O 1.32 -0.80 -0.64
O 0.70 1.45 -0.77
```

Calculated values
HOMO energy: -8.51 eV
Gap between HOMO and LUMO: 0.347 Ha



Arrangement two

C5H4O3 | ωB97M-V/def2-TZVPD

```
12
Properties=species:S:1:pos:R:3
C -0.83 -0.64 1.14
C 0.43 -0.94 1.35
C 0.39 0.31 -0.57
C 0.49 1.22 -1.83
C -0.95 0.16 -0.17
H -2.68 -1.02 1.84
H 1.06 -1.46 2.08
H -0.68 1.79 -1.85
H -1.77 0.25 -0.87
O -1.80 -1.00 2.18
O 1.23 -0.08 0.40
O 1.43 1.06 -2.67
```

Calculated values
HOMO energy: -9.42 eV
Gap between HOMO and LUMO: 0.335 Ha



Arrangement three

C5H4O3 | ωB97M-V/def2-TZVPD

```
12
Properties=species:S:1:pos:R:3
C -1.76 -0.31 -0.08
C -0.17 -0.13 -0.07
C 0.71 0.85 -0.45
C 1.95 0.39 -0.25
C 0.61 -1.21 0.26
H -2.10 1.37 1.03
H 0.44 1.85 -0.77
H 2.85 0.91 -0.28
H 0.31 -2.26 0.53
O -2.50 0.70 0.41
O -2.28 -1.28 -0.60
O 1.92 -0.88 0.27
```

Calculated values
HOMO energy: -9.21 eV
Gap between HOMO and LUMO: 0.356 Ha



It is arrangement one that is the least stable of them.



Arrangement one

C7H18N2 | ωB97M-V/def2-TZVPD

```
27
Properties=species:S:1:pos:R:3
C -1.51 0.11 0.05
C -1.47 0.69 1.45
C -2.25 -1.21 -0.01
C -2.06 1.09 -0.97
C 2.08 1.45 -0.74
C 1.39 0.12 -0.63
N 1.26 -0.55 -1.71
H 0.73 -1.41 -1.57
H -0.87 1.60 1.46
H -2.48 0.92 1.82
H -1.03 -0.03 2.15
H -1.82 -1.95 0.66
H -3.29 -1.07 0.32
H -2.31 -1.60 -1.02
H -1.47 2.01 -1.00
H -2.09 0.65 -1.97
H -3.08 1.37 -0.71
H 3.16 1.33 -0.66
H 1.87 1.93 -1.70
H 1.79 2.12 0.07
C 1.85 -0.66 0.89
N 2.74 -1.75 0.66
H 2.27 -2.55 0.26
H 3.50 -1.48 0.04
H 2.36 0.11 1.46
H 0.99 -0.99 1.47
H -0.26 -0.23 -0.09
```

Calculated values
HOMO energy: -8.60 eV
Gap between HOMO and LUMO: 0.346 Ha



Arrangement two

C7H18N2 | ωB97M-V/def2-TZVPD

```
27
Properties=species:S:1:pos:R:3
N 2.02 -1.39 1.34
N 0.95 -0.85 2.12
C -0.86 -0.55 -3.19
C -0.42 0.85 2.98
C 0.86 1.13 -1.30
C -1.26 -0.10 -1.81
C -0.60 0.19 0.56
C 0.36 0.41 1.75
C -0.06 -0.02 -0.84
H 2.55 -2.09 1.86
H 1.73 -1.73 0.42
H 0.26 -1.58 2.36
H -0.38 -1.53 -3.23
H -0.20 0.18 -3.65
H -1.76 -0.58 -3.77
H 0.28 1.15 3.75
H -1.03 0.02 3.37
H -1.08 1.71 2.77
H 1.26 0.93 -2.31
H 1.71 1.20 -0.61
H 0.29 2.06 -1.34
H -2.02 -0.79 -1.40
H -1.74 0.86 -1.87
H -1.21 -0.68 0.84
H -1.31 1.02 0.55
H 1.13 1.13 1.51
H 0.51 -0.96 -0.86
```

Calculated values
HOMO energy: -8.25 eV
Gap between HOMO and LUMO: 0.345 Ha



Arrangement three

C7H18N2 | ωB97M-V/def2-TZVPD

```
27
Properties=species:S:1:pos:R:3
N 1.07 -1.46 -0.23
N -0.35 -1.53 -0.09
C 1.55 -1.95 -2.55
C 2.40 -1.04 1.82
C -3.35 0.78 0.19
C 1.80 -1.00 -1.42
C 1.84 -2.07 0.86
C -1.08 -0.25 -0.06
C -2.50 -0.43 0.52
H -0.75 -2.18 -0.76
H 0.57 -1.76 -3.00
H 2.35 -1.83 -3.32
H 1.58 -2.97 -2.18
H 1.59 -0.42 2.26
H 3.08 -0.35 1.29
H 2.93 -1.56 2.63
H -2.91 1.67 0.67
H -4.36 0.59 0.55
H -3.42 1.00 -0.89
H 1.38 -0.03 -1.72
H 2.86 -0.85 -1.22
H 1.23 -2.80 1.42
H 2.68 -2.59 0.41
H -1.12 0.14 -1.07
H -0.53 0.46 0.59
H -2.98 -1.33 0.12
H -2.47 -0.53 1.63
```

Calculated values
HOMO energy: -7.78 eV
Gap between HOMO and LUMO: 0.325 Ha



It is arrangement one that is the least stable of them.



Arrangement one

C5H8N2 | ωB97M-V/def2-TZVPD

```
15
Properties=species:S:1:pos:R:3
C -1.68 -0.63 0.90
C 0.03 -1.99 -0.46
C 0.23 0.94 0.41
C 0.39 0.34 -0.99
C -0.74 0.39 1.30
N 0.72 -1.08 -0.97
N -1.55 -1.61 0.13
H -2.70 -0.51 1.30
H 0.21 -3.06 -0.42
H 1.19 0.98 0.98
H 0.10 2.04 0.34
H -0.54 0.48 -1.57
H 1.18 0.87 -1.52
H -0.83 0.80 2.31
H 1.59 -1.34 -1.46
```

Calculated values
HOMO energy: -20.74 eV
Net charge: +2
Gap between HOMO and LUMO: 0.299 Ha



Arrangement two

C5H8N2 | ωB97M-V/def2-TZVPD

```
15
Properties=species:S:1:pos:R:3
C -0.08 -1.19 0.60
C -1.01 -0.60 0.14
C -2.08 0.23 -0.35
C 3.07 -0.04 -0.50
C -3.38 0.50 0.22
N 2.03 -0.47 -0.84
N 3.85 0.54 0.33
H 0.36 -1.93 1.20
H -1.73 0.83 -1.33
H 1.56 -1.19 -1.35
H -3.52 1.63 0.23
H -3.67 -0.05 1.14
H -3.95 0.33 -0.63
H 4.38 1.37 0.01
H 4.18 0.04 1.15
```

Calculated values
HOMO energy: -19.54 eV
Net charge: +2
Gap between HOMO and LUMO: 0.331 Ha



It is arrangement two that is the least stable of them.